Entry 1:
DFT (ωB97M-V with the def2-TZVPD basis set) results for a molecular structure, C38H69BrN6O6RbS2SbSeSi4 at a distorted geometry.

Last column: Löwdin charge in e.
Element x y z (Å)
Rb: 0.868 -1.611 -0.703  0.744
O: 4.568 -2.952 1.354  -0.338
S: 3.324 -3.118 0.623  0.405
O: 2.126 -2.807 1.392  -0.427
O: 3.321 -2.456 -0.677  -0.491
C: 3.212 -4.906 0.289  -0.186
C: 4.172 -5.663 0.947  -0.071
C: 4.202 -7.050 0.866  -0.093
C: 3.249 -7.705 0.110  -0.094
C: 2.288 -6.961 -0.563  -0.072
C: 2.251 -5.575 -0.494  -0.191
S: 0.950 -4.804 -1.494  0.429
O: 0.245 -5.904 -2.141  -0.347
O: 0.130 -4.053 -0.554  -0.475
O: 1.650 -3.935 -2.427  -0.362
H: 4.907 -5.137 1.541  0.099
H: 4.968 -7.600 1.398  0.094
H: 3.246 -8.786 0.034  0.093
H: 1.542 -7.454 -1.172  0.098
Br: -3.419 -2.815 -1.785  0.747
C: -2.664 -3.132 -0.048  -0.740
C: -2.882 -4.368 0.536  -0.116
C: -2.255 -4.599 1.748  -0.058
C: -1.467 -3.603 2.306  -0.043
C: -1.347 -2.404 1.627  -0.184
N: -1.943 -2.166 0.455  0.023
H: -3.479 -5.117 0.039  0.096
H: -2.361 -5.560 2.236  0.106
H: -0.928 -3.742 3.233  0.110
H: -0.741 -1.598 2.029  0.076
C: 3.774 2.649 0.018  -0.048
N: 4.409 1.484 -0.566  -0.123
C: 5.026 0.490 0.178  -0.036
C: 5.341 -0.502 -0.678  -0.063
N: 4.925 -0.101 -1.932  -0.115
C: 4.932 -0.978 -3.090  -0.028
C: 4.346 1.120 -1.865  -0.727
Se: 3.609 2.094 -3.273  0.524
H: 4.477 3.164 0.672  0.093
H: 2.904 2.336 0.596  0.079
H: 3.459 3.306 -0.787  0.035
H: 5.097 0.550 1.250  0.117
H: 5.722 -1.489 -0.490  0.117
H: 5.956 -1.271 -3.323  0.090
H: 4.507 -0.432 -3.926  0.029
H: 4.335 -1.861 -2.862  0.089
C: -5.262 0.541 -1.696  -0.188
C: -4.729 1.958 -1.890  -0.594
C: -5.375 2.627 -3.096  -0.152
Sb: -2.551 1.961 -1.858  1.512
C: -2.294 4.128 -1.674  -0.573
C: -3.319 4.706 -0.700  -0.179
C: -2.298 4.938 -2.966  -0.156
C: -2.147 1.802 -3.979  -0.602
C: -0.641 1.956 -4.188  -0.175
C: -2.623 0.458 -4.521  -0.160
H: -6.356 0.545 -1.613  0.070
H: -4.856 0.069 -0.798  0.051
H: -5.003 -0.109 -2.537  0.036
H: -4.981 2.533 -0.992  0.064
H: -5.123 2.106 -4.025  0.061
H: -5.061 3.668 -3.214  0.047
H: -6.470 2.619 -3.010  0.069
H: -1.305 4.215 -1.215  0.067
H: -4.313 4.740 -1.158  0.062
H: -3.053 5.732 -0.420  0.075
H: -3.400 4.129 0.225  0.037
H: -3.272 4.893 -3.464  0.056
H: -1.550 4.603 -3.685  0.050
H: -2.097 5.995 -2.750  0.072
H: -2.681 2.611 -4.488  0.070
H: -0.103 1.132 -3.713  0.042
H: -0.239 2.884 -3.776  0.053
H: -0.388 1.927 -5.255  0.080
H: -2.130 -0.367 -4.000  0.046
H: -2.372 0.356 -5.584  0.077
H: -3.705 0.325 -4.420  0.047
N: 0.206 -4.824 -5.042  0.128
C: 0.634 -3.510 -5.053  -0.393
C: -0.005 -2.557 -4.230  -0.109
N: 0.429 -1.323 -4.128  0.073
C: 1.489 -0.983 -4.883  -0.150
C: 2.049 -1.892 -5.749  -0.140
N: 1.634 -3.162 -5.844  0.119
H: -0.001 -5.158 -4.105  0.048
H: 0.893 -5.421 -5.479  0.087
H: -0.858 -2.846 -3.621  0.090
H: 1.882 0.022 -4.776  0.050
H: 2.884 -1.602 -6.378  0.096
C: 1.353 1.172 5.974  -0.232
Si: 1.266 0.494 4.194  0.264
C: 3.053 0.552 3.561  -0.234
C: 0.914 -1.355 4.417  -0.226
Si: -0.123 1.525 2.600  0.351
Si: -2.261 1.392 3.574  0.266
C: -3.576 2.020 2.352  -0.237
C: -2.871 -0.365 3.967  -0.227
C: -2.619 2.370 5.170  -0.240
Si: 0.222 3.793 3.113  0.257
C: 1.795 4.495 2.307  -0.248
C: 0.390 4.420 4.906  -0.233
C: -1.176 4.854 2.384  -0.237
H: 1.965 0.484 6.572  0.013
H: 0.369 1.252 6.443  0.008
H: 1.822 2.159 6.013  -0.003
H: 3.747 0.126 4.295  0.027
H: 3.366 1.581 3.346  0.007
H: 3.137 -0.037 2.643  0.011
H: 1.623 -1.754 5.152  0.026
H: 1.078 -1.905 3.486  -0.001
H: -0.099 -1.555 4.786  0.003
H: -3.429 1.556 1.372  -0.004
H: -3.529 3.106 2.227  -0.006
H: -4.580 1.763 2.713  0.023
H: -3.091 -0.914 3.047  0.009
H: -3.811 -0.268 4.526  0.018
H: -2.181 -0.968 4.564  0.003
H: -2.503 3.448 5.023  0.000
H: -1.964 2.072 5.993  0.009
H: -3.658 2.181 5.471  0.014
H: 2.693 3.975 2.656  0.006
H: 1.900 5.557 2.561  0.018
H: 1.751 4.408 1.218  0.013
H: 1.353 4.137 5.341  0.003
H: -0.396 4.070 5.579  0.001
H: 0.353 5.517 4.871  0.016
H: -1.413 4.542 1.363  -0.001
H: -0.866 5.906 2.361  0.022
H: -2.093 4.789 2.978  0.011

charge: -2
energy relative to the best compared isomer or geometry (same formula, charge and spin): 30.22 kJ/mol
E: -9463.71624 Eh
HOMO level: -1.77 eV
LUMO: 3.585 eV
orbital gap: 5.3601 eV



Entry 2:
DFT (ωB97M-V with the def2-TZVPD basis set) results for 9 unconnected molecules or ions with the total composition C38H69N3O42PS8 at a distorted geometry.

Last column: Löwdin charge in e.
Element x y z (Å)
C: -5.821 -3.541 0.785  -0.066
C: -5.748 -2.103 0.257  -0.283
O: -5.853 -2.010 -1.149  -0.137
C: -4.704 -2.468 -1.846  -0.160
C: -3.727 -1.312 -2.060  -0.138
O: -2.793 -1.320 -0.969  -0.143
C: -1.706 -0.446 -1.186  -0.154
C: -1.148 -0.048 0.163  -0.070
C: -0.135 -0.820 0.750  -0.031
P: 0.495 -2.257 -0.201  0.461
O: 1.172 -1.764 -1.403  -0.225
O: 1.509 -3.125 0.645  -0.067
O: -0.744 -3.166 -0.585  -0.117
C: 0.374 -0.419 1.991  0.021
C: 1.488 -1.137 2.734  -0.447
O: 2.520 -0.541 2.854  0.189
O: 1.302 -2.359 3.240  -0.063
C: 0.295 -2.384 4.279  -0.149
C: -0.527 -3.670 4.189  -0.154
C: -0.819 -4.295 5.577  -0.258
N: -2.106 -5.018 5.594  -0.008
C: -0.124 0.741 2.590  -0.177
O: 0.390 1.113 3.797  0.082
C: -1.119 1.497 1.973  -0.056
C: -1.604 2.760 2.626  -0.053
C: -2.990 2.683 3.317  -0.166
N: -3.349 1.373 3.863  -0.056
C: -4.777 1.453 4.287  -0.209
C: -5.750 1.364 3.115  -0.068
C: -2.607 1.105 5.065  -0.473
C: -2.557 -0.337 5.515  0.026
O: -2.077 1.978 5.706  0.117
N: -1.607 1.066 0.778  0.088
C: -2.677 1.883 0.177  -0.035
C: -2.123 3.152 -0.494  -0.209
O: -2.855 3.838 -1.142  0.121
H: -6.101 -3.532 1.840  0.074
H: -6.577 -4.079 0.212  0.088
H: -4.844 -4.019 0.696  0.062
H: -6.584 -1.534 0.671  0.116
H: -4.834 -1.635 0.654  0.102
H: -4.170 -3.256 -1.310  0.125
H: -5.022 -2.841 -2.820  0.137
H: -3.220 -1.402 -3.027  0.139
H: -4.298 -0.376 -2.013  0.133
H: -0.921 -0.864 -1.823  0.125
H: -2.082 0.426 -1.732  0.128
H: 1.126 -3.959 0.954  0.110
H: -1.236 -3.361 0.231  0.112
H: 0.826 -2.374 5.231  0.125
H: -0.338 -1.496 4.228  0.094
H: -1.458 -3.486 3.642  0.106
H: 0.061 -4.385 3.605  0.117
H: -0.833 -3.505 6.328  0.111
H: -0.042 -5.031 5.782  0.115
H: -2.203 -5.509 4.709  0.064
H: -2.836 -4.309 5.571  0.058
H: 1.113 1.746 3.682  0.148
H: -0.876 3.054 3.379  0.114
H: -1.643 3.592 1.920  0.124
H: -2.986 3.458 4.090  0.116
H: -3.736 3.016 2.597  0.107
H: -5.000 0.624 4.960  0.112
H: -4.976 2.374 4.848  0.137
H: -5.744 2.318 2.575  0.069
H: -6.776 1.247 3.461  0.084
H: -5.483 0.596 2.387  0.066
H: -2.090 -0.970 4.762  0.058
H: -3.542 -0.700 5.806  0.087
H: -1.936 -0.374 6.411  0.099
H: -3.219 1.345 -0.592  0.124
H: -3.407 2.143 0.939  0.123
H: -1.041 3.352 -0.348  0.145
C: 0.816 -5.966 -4.893  -0.138
C: 0.867 -4.461 -4.756  -0.151
O: -0.440 -4.092 -4.315  -0.241
S: -1.032 -5.244 -3.391  0.609
O: -0.823 -4.875 -2.029  -0.250
O: -2.321 -5.609 -3.852  -0.211
O: 0.014 -6.390 -3.776  -0.172
H: 0.319 -6.274 -5.814  0.127
H: 1.801 -6.423 -4.847  0.137
H: 1.105 -3.958 -5.688  0.122
H: 1.585 -4.160 -3.988  0.136
C: -0.507 5.339 6.025  -0.151
C: 0.469 6.023 5.096  -0.157
O: -0.335 6.429 3.976  -0.194
S: -1.812 6.786 4.480  0.599
O: -1.926 8.188 4.641  -0.199
O: -2.732 6.046 3.685  -0.235
O: -1.711 6.114 5.925  -0.174
H: -0.738 4.324 5.690  0.110
H: -0.152 5.314 7.051  0.138
H: 1.270 5.366 4.766  0.134
H: 0.898 6.913 5.559  0.114
C: 5.937 -4.703 4.886  -0.151
C: 6.095 -3.290 5.405  -0.153
O: 5.342 -2.488 4.480  -0.180
S: 4.090 -3.322 3.945  0.615
O: 2.936 -2.971 4.691  -0.208
O: 4.095 -3.277 2.527  -0.207
O: 4.578 -4.765 4.427  -0.179
H: 6.595 -4.895 4.037  0.136
H: 6.109 -5.452 5.654  0.139
H: 7.131 -2.964 5.430  0.138
H: 5.653 -3.174 6.396  0.136
C: 3.655 -1.202 -5.864  -0.159
C: 4.004 -0.240 -6.971  -0.156
O: 3.687 -0.954 -8.172  -0.205
S: 2.444 -1.917 -7.939  0.600
O: 1.220 -1.348 -8.353  -0.223
O: 2.825 -3.221 -8.358  -0.223
O: 2.473 -1.866 -6.321  -0.203
H: 4.435 -1.955 -5.731  0.133
H: 3.468 -0.703 -4.917  0.135
H: 5.052 0.047 -6.965  0.144
H: 3.384 0.655 -6.933  0.111
C: -2.453 -4.072 -9.447  -0.156
C: -3.622 -3.475 -8.693  -0.159
O: -3.746 -4.295 -7.522  -0.180
S: -2.297 -4.805 -7.071  0.611
O: -1.793 -3.965 -6.046  -0.218
O: -2.340 -6.214 -6.919  -0.204
O: -1.523 -4.447 -8.425  -0.181
H: -2.745 -4.971 -9.993  0.135
H: -1.992 -3.366 -10.133  0.138
H: -4.545 -3.494 -9.266  0.136
H: -3.411 -2.452 -8.374  0.134
C: 4.361 0.065 -0.458  -0.158
C: 5.477 0.670 0.364  -0.153
O: 5.851 1.851 -0.363  -0.184
S: 4.565 2.468 -1.084  0.593
O: 4.032 3.511 -0.278  -0.229
O: 4.868 2.667 -2.453  -0.212
O: 3.610 1.194 -0.930  -0.197
H: 4.746 -0.479 -1.322  0.137
H: 3.724 -0.592 0.128  0.120
H: 6.327 0.004 0.473  0.138
H: 5.125 0.975 1.352  0.132
C: 4.588 8.837 6.603  -0.159
C: 3.676 10.045 6.552  -0.156
O: 2.430 9.566 7.080  -0.185
S: 2.708 8.455 8.193  0.601
O: 2.653 9.048 9.477  -0.200
O: 1.933 7.306 7.874  -0.234
O: 4.240 8.176 7.828  -0.184
H: 4.391 8.152 5.776  0.132
H: 5.640 9.106 6.608  0.137
H: 3.539 10.426 5.544  0.138
H: 4.036 10.847 7.199  0.137
C: 1.857 2.771 -11.522  -0.156
C: 0.713 3.371 -10.734  -0.159
O: 0.669 2.595 -9.528  -0.177
S: 2.149 2.134 -9.131  0.629
O: 2.669 3.025 -8.155  -0.212
O: 2.145 0.732 -8.913  -0.240
O: 2.846 2.457 -10.532  -0.175
H: 1.561 1.844 -12.017  0.136
H: 2.266 3.459 -12.256  0.137
H: -0.237 3.310 -11.257  0.136
H: 0.913 4.411 -10.465  0.135

charge: +1
E: -8340.13367 Eh
HOMO level: -11.65 eV
LUMO: -3.913 eV
orbital gap: 7.7327 eV



Entry 3:
DFT (ωB97M-V with the def2-TZVPD basis set) results for a molecular structure, C38H70ClFIN3O8S2.

Last column: Löwdin charge in e.
Element x y z (Å)
O: 4.248 9.410 -0.607  -0.251
S: 4.142 8.384 0.366  0.639
O: 5.154 8.211 1.341  -0.256
F: 2.795 8.651 1.107  -0.142
C: 3.694 6.849 -0.387  -0.192
C: 3.524 5.676 0.468  -0.521
Cl: 3.578 5.848 2.180  0.830
C: 3.216 4.454 -0.013  -0.152
C: 2.988 3.244 0.802  -0.194
C: 3.851 2.818 1.809  -0.051
C: 3.549 1.661 2.507  -0.137
N: 2.462 0.921 2.294  0.066
C: 1.632 1.346 1.346  -0.123
C: 1.851 2.476 0.578  -0.010
C: 3.049 4.360 -1.423  -0.292
N: 2.748 3.256 -2.113  -0.203
S: 2.651 3.671 -3.641  1.058
N: 2.959 5.233 -3.547  -0.207
C: 3.175 5.500 -2.252  -0.310
C: 3.497 6.787 -1.741  -0.128
C: 3.537 7.892 -2.764  -0.137
C: 2.139 8.535 -2.967  -0.266
C: 2.036 10.008 -2.559  -0.640
I: 1.530 11.280 -4.216  0.737
H: 4.748 3.367 2.054  0.098
H: 4.226 1.321 3.279  0.104
H: 0.731 0.767 1.184  0.099
H: 1.132 2.745 -0.178  0.109
H: 4.306 8.623 -2.559  0.103
H: 3.799 7.410 -3.700  0.104
H: 1.396 7.962 -2.416  0.114
H: 1.881 8.437 -4.015  0.067
H: 1.230 10.172 -1.856  0.035
H: 2.958 10.408 -2.168  0.011
C: -2.033 -2.348 2.325  -0.069
C: -2.067 -0.856 2.608  -0.271
O: -1.935 -0.048 1.453  -0.171
C: -2.949 -0.206 0.476  -0.275
C: -4.341 0.149 0.975  -0.073
H: -1.137 -2.610 1.760  0.082
H: -2.035 -2.908 3.261  0.070
H: -2.899 -2.674 1.745  0.065
H: -1.223 -0.587 3.245  0.119
H: -2.973 -0.591 3.164  0.100
H: -2.932 -1.217 0.061  0.089
H: -2.672 0.464 -0.338  0.118
H: -4.689 -0.543 1.744  0.063
H: -5.051 0.109 0.148  0.076
H: -4.351 1.154 1.399  0.077
C: -5.801 1.683 5.165  -0.077
C: -5.435 0.291 5.653  -0.284
O: -4.084 0.157 6.050  -0.167
C: -3.665 0.979 7.123  -0.282
C: -4.415 0.730 8.422  -0.081
H: -5.120 1.999 4.374  0.078
H: -6.818 1.684 4.773  0.077
H: -5.755 2.424 5.965  0.066
H: -5.562 -0.426 4.842  0.113
H: -6.109 -0.022 6.460  0.108
H: -3.724 2.037 6.845  0.108
H: -2.609 0.746 7.258  0.118
H: -5.465 1.016 8.350  0.066
H: -3.967 1.314 9.226  0.076
H: -4.372 -0.326 8.690  0.081
C: -2.903 -1.681 -4.843  -0.076
C: -1.940 -1.559 -3.674  -0.277
O: -2.489 -1.949 -2.430  -0.174
C: -2.931 -3.292 -2.349  -0.275
C: -1.839 -4.317 -2.589  -0.072
H: -3.828 -1.141 -4.633  0.081
H: -2.451 -1.261 -5.743  0.076
H: -3.159 -2.721 -5.055  0.060
H: -1.652 -0.515 -3.539  0.117
H: -1.020 -2.117 -3.882  0.108
H: -3.768 -3.462 -3.036  0.110
H: -3.327 -3.400 -1.337  0.112
H: -1.475 -4.283 -3.617  0.057
H: -2.226 -5.321 -2.416  0.077
H: -0.994 -4.146 -1.920  0.082
C: -2.775 -5.496 -8.282  -0.078
C: -1.782 -5.439 -7.133  -0.283
O: -2.314 -5.853 -5.889  -0.178
C: -2.783 -7.188 -5.827  -0.280
C: -1.714 -8.232 -6.096  -0.078
H: -3.679 -4.939 -8.032  0.081
H: -2.333 -5.061 -9.178  0.077
H: -3.066 -6.520 -8.521  0.067
H: -1.465 -4.408 -6.974  0.114
H: -0.880 -6.013 -7.378  0.109
H: -3.635 -7.329 -6.502  0.108
H: -3.162 -7.304 -4.811  0.116
H: -1.355 -8.196 -7.125  0.066
H: -2.117 -9.230 -5.922  0.077
H: -0.859 -8.081 -5.436  0.082
C: -0.771 -8.234 4.443  -0.081
C: -1.186 -6.838 4.007  -0.286
O: -2.384 -6.380 4.604  -0.163
C: -2.371 -6.274 6.015  -0.284
C: -1.337 -5.299 6.553  -0.078
H: -1.586 -8.940 4.283  0.081
H: 0.094 -8.562 3.865  0.076
H: -0.496 -8.270 5.498  0.065
H: -1.380 -6.834 2.935  0.117
H: -0.372 -6.125 4.182  0.107
H: -2.243 -7.260 6.476  0.107
H: -3.371 -5.929 6.278  0.118
H: -0.318 -5.640 6.371  0.066
H: -1.460 -5.184 7.630  0.076
H: -1.454 -4.322 6.083  0.077
C: 7.730 1.016 -1.504  -0.077
C: 6.370 1.661 -1.705  -0.280
O: 6.111 2.743 -0.829  -0.175
C: 7.011 3.836 -0.911  -0.268
C: 7.082 4.498 -2.277  -0.064
H: 7.861 0.723 -0.462  0.083
H: 7.815 0.127 -2.129  0.078
H: 8.547 1.688 -1.771  0.067
H: 5.582 0.937 -1.493  0.121
H: 6.243 1.971 -2.750  0.108
H: 8.015 3.529 -0.596  0.110
H: 6.654 4.551 -0.167  0.115
H: 7.509 3.835 -3.031  0.071
H: 7.709 5.388 -2.228  0.082
H: 6.091 4.789 -2.616  0.064

E: -3910.11392 Eh
HOMO level: -9.16 eV
LUMO: -1.248 eV
orbital gap: 7.9126 eV